Entry 1:
ORCA calculation (ωB97M-V with the def2-TZVPD basis set) on a structure of composition C35H35InN3OPSTe at a distorted geometry.

energy relative to the best compared isomer or geometry (same formula, charge and spin)	290.9	kJ/mol
E_HOMO	-13.16	eV
gap between HOMO and LUMO	6.0	eV
net charge	+2
E_tot	-75956.3026	eV

Each line ends with the Löwdin charge.
Geometry (Å):
In  1.056  -1.773  -2.553  0.628
O  3.651  -0.730  -1.302  -0.201
N  3.701  -2.098  -1.670  -0.081
C  3.785  -2.934  -0.719  -0.140
C  3.904  -2.650  0.714  -0.209
C  5.056  -3.064  1.380  -0.002
C  5.227  -2.760  2.717  -0.035
C  4.257  -2.046  3.403  -0.039
C  3.102  -1.645  2.758  -0.069
C  2.915  -1.945  1.411  -0.290
P  1.310  -1.682  0.564  1.006
C  0.307  -2.895  1.491  -0.365
C  -0.055  -2.735  2.828  -0.098
C  -0.799  -3.713  3.460  -0.048
C  -1.166  -4.863  2.776  -0.048
C  -0.782  -5.040  1.458  -0.055
C  -0.051  -4.058  0.816  -0.111
C  0.774  -0.087  1.275  -0.507
C  -0.520  0.107  1.756  -0.092
C  -0.906  1.335  2.250  -0.007
C  -0.036  2.429  2.182  -0.034
C  1.230  2.280  1.676  -0.075
C  1.682  1.017  1.213  -0.372
H  4.122  -0.292  -2.030  0.111
H  3.847  -3.963  -1.057  0.144
H  5.820  -3.603  0.841  0.128
H  6.121  -3.084  3.225  0.121
H  4.397  -1.814  4.446  0.119
H  2.352  -1.093  3.307  0.108
H  0.231  -1.851  3.381  0.101
H  -1.092  -3.578  4.491  0.117
H  -1.748  -5.621  3.275  0.117
H  -1.053  -5.942  0.932  0.115
H  0.251  -4.183  -0.220  0.090
H  -1.203  -0.731  1.774  0.117
H  -1.878  1.453  2.705  0.132
H  -0.357  3.388  2.558  0.132
H  1.911  3.117  1.656  0.136
H  2.746  0.818  1.172  0.119
C  1.057  7.528  -1.874  -0.026
C  1.058  6.056  -1.645  -0.234
C  -0.131  5.345  -1.505  0.009
C  -0.145  3.979  -1.298  -0.310
C  -1.458  3.260  -1.179  -0.079
C  1.078  3.290  -1.223  -0.387
Te  1.022  1.160  -0.994  1.504
C  2.292  3.981  -1.364  -0.305
C  3.636  3.325  -1.309  -0.059
C  2.252  5.351  -1.572  0.003
H  0.045  7.922  -1.913  0.084
H  1.558  7.763  -2.813  0.097
H  1.603  8.039  -1.082  0.096
H  -1.069  5.874  -1.561  0.124
H  -2.280  3.971  -1.181  0.088
H  -1.508  2.680  -0.254  0.049
H  -1.595  2.583  -2.027  0.080
H  3.563  2.250  -1.120  0.015
H  4.244  3.783  -0.530  0.097
H  4.158  3.481  -2.252  0.098
H  3.186  5.880  -1.688  0.135
N  -2.204  -2.880  -3.896  0.107
C  -2.699  -2.294  -2.785  -0.788
S  -1.637  -1.752  -1.591  0.547
N  -4.024  -2.192  -2.718  0.080
C  -4.878  -1.689  -1.711  -0.238
C  -4.526  -0.695  -0.808  -0.059
C  -5.460  -0.254  0.116  -0.071
C  -6.735  -0.790  0.147  -0.068
C  -7.083  -1.787  -0.752  -0.059
C  -6.162  -2.229  -1.681  -0.019
H  -1.230  -3.131  -3.942  0.053
H  -2.815  -3.256  -4.605  0.123
H  -4.543  -2.632  -3.474  0.160
H  -3.543  -0.255  -0.821  0.045
H  -5.181  0.523  0.812  0.105
H  -7.457  -0.432  0.865  0.112
H  -8.070  -2.222  -0.733  0.116
H  -6.430  -3.004  -2.384  0.117


Entry 2:
ORCA calculation (ωB97M-V with the def2-TZVPD basis set) on a cluster of 6 separate species, C5H20FN10O5 in total at a distorted geometry.

energy relative to the best compared isomer or geometry (same formula, charge and spin)	42.2	kJ/mol
E_HOMO	-7.15	eV
gap between HOMO and LUMO	10.0	eV
net charge	-1
E_tot	-33374.0772	eV

Each line ends with the natural charge from an NBO analysis.
Geometry (Å):
F  0.804  0.169  -0.332  -0.852
C  -1.131  1.374  2.316  0.757
O  -1.847  1.931  3.091  -0.675
N  -0.606  1.778  1.167  -0.880
N  -0.594  0.201  2.678  -0.846
H  -0.007  1.258  0.520  0.451
H  -0.892  2.709  0.851  0.380
H  -1.091  -0.427  3.307  0.384
H  -0.092  -0.345  1.996  0.383
C  -1.509  -1.895  -2.049  0.764
O  -2.433  -2.274  -2.777  -0.718
N  -1.390  -0.636  -1.598  -0.885
N  -0.509  -2.701  -1.698  -0.833
H  -1.962  0.070  -1.988  0.391
H  -0.572  -0.245  -1.100  0.448
H  0.386  -2.388  -1.417  0.406
H  -0.617  -3.629  -2.065  0.396
C  -4.946  -0.495  0.044  0.756
O  -5.978  -0.344  0.666  -0.690
N  -3.778  -0.126  0.540  -0.840
N  -5.005  -0.856  -1.273  -0.843
H  -3.765  0.309  1.439  0.418
H  -2.972  -0.499  0.076  0.401
H  -5.806  -1.417  -1.480  0.384
H  -4.160  -1.344  -1.604  0.393
C  3.327  -1.580  -1.348  0.759
O  4.029  -2.464  -1.850  -0.708
N  2.595  -0.721  -2.099  -0.883
N  3.157  -1.379  -0.045  -0.856
H  2.587  -0.963  -3.083  0.383
H  1.728  -0.320  -1.699  0.434
H  3.658  -2.120  0.436  0.390
H  2.328  -0.930  0.366  0.438
C  3.779  2.578  1.474  0.771
O  4.804  2.838  2.021  -0.684
N  3.751  1.923  0.292  -0.840
N  2.614  3.081  1.974  -0.858
H  4.694  1.745  0.000  0.399
H  2.997  1.590  -0.195  0.408
H  1.714  3.056  1.541  0.399
H  2.710  3.488  2.902  0.399


Entry 3:
ORCA calculation (ωB97M-V with the def2-TZVPD basis set) on the ion C4H8F2N with charge +1 at a distorted geometry.

SMILES	C[C@@]([NH3+])(F)/C=C/F
energy relative to the best compared isomer or geometry (same formula, charge and spin)	150.9	kJ/mol
E_HOMO	-14.21	eV
gap between HOMO and LUMO	10.5	eV
net charge	+1
E_tot	-11193.8839	eV

Each line ends with the natural charge from an NBO analysis.
Geometry (Å):
C  0.578  -0.492  1.375  -0.677
C  -0.147  0.338  0.322  0.488
N  -1.602  -0.064  0.455  -0.693
F  -0.036  1.621  0.837  -0.315
C  0.368  0.038  -1.112  -0.431
C  1.152  0.567  -2.121  0.357
F  1.251  -0.133  -3.205  -0.271
H  0.756  -1.614  1.383  0.272
H  -0.066  -0.347  2.336  0.201
H  1.515  0.034  1.587  0.280
H  -1.669  -0.986  0.208  0.434
H  -2.159  0.491  -0.195  0.466
H  -1.636  -0.004  1.495  0.468
H  0.117  -1.018  -1.287  0.219
H  1.577  1.569  -2.080  0.203


What did the second record say?
ORCA calculation (ωB97M-V with the def2-TZVPD basis set) on a cluster of 6 separate species, C5H20FN10O5 in total at a distorted geometry.

energy relative to the best compared isomer or geometry (same formula, charge and spin)	42.2	kJ/mol
E_HOMO	-7.15	eV
gap between HOMO and LUMO	10.0	eV
net charge	-1
E_tot	-33374.0772	eV

Each line ends with the natural charge from an NBO analysis.
Geometry (Å):
F  0.804  0.169  -0.332  -0.852
C  -1.131  1.374  2.316  0.757
O  -1.847  1.931  3.091  -0.675
N  -0.606  1.778  1.167  -0.880
N  -0.594  0.201  2.678  -0.846
H  -0.007  1.258  0.520  0.451
H  -0.892  2.709  0.851  0.380
H  -1.091  -0.427  3.307  0.384
H  -0.092  -0.345  1.996  0.383
C  -1.509  -1.895  -2.049  0.764
O  -2.433  -2.274  -2.777  -0.718
N  -1.390  -0.636  -1.598  -0.885
N  -0.509  -2.701  -1.698  -0.833
H  -1.962  0.070  -1.988  0.391
H  -0.572  -0.245  -1.100  0.448
H  0.386  -2.388  -1.417  0.406
H  -0.617  -3.629  -2.065  0.396
C  -4.946  -0.495  0.044  0.756
O  -5.978  -0.344  0.666  -0.690
N  -3.778  -0.126  0.540  -0.840
N  -5.005  -0.856  -1.273  -0.843
H  -3.765  0.309  1.439  0.418
H  -2.972  -0.499  0.076  0.401
H  -5.806  -1.417  -1.480  0.384
H  -4.160  -1.344  -1.604  0.393
C  3.327  -1.580  -1.348  0.759
O  4.029  -2.464  -1.850  -0.708
N  2.595  -0.721  -2.099  -0.883
N  3.157  -1.379  -0.045  -0.856
H  2.587  -0.963  -3.083  0.383
H  1.728  -0.320  -1.699  0.434
H  3.658  -2.120  0.436  0.390
H  2.328  -0.930  0.366  0.438
C  3.779  2.578  1.474  0.771
O  4.804  2.838  2.021  -0.684
N  3.751  1.923  0.292  -0.840
N  2.614  3.081  1.974  -0.858
H  4.694  1.745  0.000  0.399
H  2.997  1.590  -0.195  0.408
H  1.714  3.056  1.541  0.399
H  2.710  3.488  2.902  0.399


The lowest net charge belongs to which entry?
C5H20FN10O5


Which of these has the lowest E_tot?
C35H35InN3OPSTe


The lowest net charge belongs to which entry?
C5H20FN10O5